Entry 1:
{"formula": "C19H28AsMoN2O9", "method": "ωB97M-V/def2-TZVPD", "species": ["Mo", "O", "C", "C", "N", "C", "C", "O", "O", "C", "C", "O", "O", "H", "H", "H", "H", "H", "H", "H", "H", "H", "O", "C", "O", "C", "C", "C", "C", "C", "C", "N", "O", "O", "H", "H", "H", "H", "C", "C", "As", "C", "C", "C", "C", "H", "H", "H", "H", "H", "H", "H", "H", "H", "H", "H", "H", "H", "H", "H"], "xyz": [[-1.1777, -0.3397, -0.4979], [-1.3738, -2.5290, -1.2212], [-1.6018, -2.6461, -2.6511], [-1.1997, -1.3481, -3.3264], [-1.7669, -0.1641, -2.6250], [-3.2519, -0.1311, -2.6847], [-3.8227, -0.8462, -1.4731], [-4.7590, -1.5709, -1.4837], [-3.0697, -0.5547, -0.3689], [-1.1738, 1.1374, -3.0250], [-1.3254, 2.1450, -1.8763], [-1.5570, 3.2965, -2.0576], [-1.1643, 1.6074, -0.6322], [-1.5190, -3.3796, -0.7893], [-2.6527, -2.8829, -2.8177], [-0.9858, -3.4490, -3.0512], [-1.5310, -1.3732, -4.3679], [-0.1170, -1.2467, -3.3139], [-3.6256, -0.5742, -3.6058], [-3.5802, 0.9082, -2.6363], [-1.6306, 1.5325, -3.9303], [-0.1074, 0.9901, -3.2021], [1.8387, -2.2810, -1.7391], [1.8096, -1.1898, -1.2723], [0.6086, -0.6132, -0.8816], [2.9727, -0.2918, -1.0622], [4.2298, -0.7865, -1.3943], [5.3479, 0.0116, -1.2268], [5.1696, 1.2863, -0.7297], [3.9368, 1.8048, -0.3924], [2.8222, 0.9996, -0.5634], [6.3715, 2.1523, -0.5508], [6.1980, 3.2313, -0.0309], [7.4355, 1.6966, -0.8992], [4.3202, -1.7931, -1.7784], [6.3407, -0.3352, -1.4729], [3.8645, 2.8117, -0.0089], [1.8422, 1.3830, -0.3139], [-3.3561, -1.0276, 3.1844], [-1.8546, -1.3100, 3.1945], [-0.7818, -0.1948, 2.0233], [1.0223, -0.7239, 2.5224], [1.5246, -0.0766, 3.8072], [-0.9596, 1.6205, 2.6872], [-2.2828, 2.3043, 2.3509], [-3.8916, -1.8713, 3.6199], [-3.7478, -0.8766, 2.1788], [-3.6002, -0.1480, 3.7768], [-1.6509, -2.3332, 2.8742], [-1.4319, -1.1950, 4.1934], [1.6819, -0.5013, 1.6844], [0.9807, -1.8105, 2.6181], [1.6000, 1.0060, 3.7193], [2.5193, -0.4575, 4.0406], [0.8808, -0.3020, 4.6582], [-0.1238, 2.1682, 2.2492], [-0.7939, 1.5751, 3.7633], [-2.5711, 2.1639, 1.3084], [-2.1873, 3.3776, 2.5158], [-3.0914, 1.9448, 2.9844]], "lumo_energy_ha": [-0.17810, -0.17823], "e_above_lowest_kcal_mol": 0.0, "orbital_gap_ev": [7.2, 7.2], "charge": 1}

Entry 2:
{"formula": "C3HN4", "method": "ωB97M-V/def2-TZVPD", "species": ["C", "C", "C", "N", "N", "N", "N", "H"], "xyz": [[0.8417, -0.2931, 0.4976], [-2.2627, 0.7153, -0.0660], [4.5264, -0.0141, -0.2513], [-2.8822, 1.6624, -0.2029], [3.4486, -0.2154, -0.0276], [-1.5957, -0.3716, 0.1244], [-0.2670, -0.2755, 0.2523], [-1.8090, -1.2080, -0.3265]], "lumo_energy_ha": [-0.25350, -0.40546], "e_above_lowest_kcal_mol": 133.6, "orbital_gap_ev": [9.2, 4.8], "charge": 1}

Entry 3:
{"formula": "C5H8O", "method": "ωB97M-V/def2-TZVPD", "species": ["O", "C", "C", "C", "C", "C", "H", "H", "H", "H", "H", "H", "H", "H"], "xyz": [[1.1645, -1.2248, 1.1703], [0.9754, -0.9764, -0.2040], [-0.4863, -0.7618, -0.5675], [-1.0882, 0.4662, 0.1198], [-0.1630, 1.6608, 0.0694], [1.1062, 1.8280, -0.1833], [1.0600, -0.3852, 1.6368], [1.3873, -1.8361, -0.7414], [-0.5744, -0.6597, -1.6558], [-1.0537, -1.6500, -0.2669], [-2.0463, 0.7317, -0.3389], [-1.3020, 0.2432, 1.1728], [-0.5516, 2.6589, 0.3200], [1.5722, -0.0947, -0.5313]], "lumo_energy_ha": -0.00392, "e_above_lowest_kcal_mol": 93.4, "orbital_gap_ev": 10.3}

Entry 4:
{"formula": "C6H10O", "method": "ωB97M-V/def2-TZVPD", "species": ["C", "C", "C", "O", "C", "C", "C", "H", "H", "H", "H", "H", "H", "H", "H", "H", "H"], "xyz": [[-2.2829, -0.5981, 0.2193], [-0.9130, -0.8721, -0.4117], [0.0925, -0.6871, 0.6904], [1.7894, -0.0517, -1.8844], [2.1464, 0.5793, -0.9180], [1.1926, 1.4299, -0.1100], [0.8278, 0.4001, 0.9408], [-2.3121, 0.4275, 0.6033], [-2.4651, -1.2752, 1.0624], [-3.0886, -0.7332, -0.5063], [-0.7429, -0.1957, -1.2540], [-0.9033, -1.8936, -0.8117], [0.1059, -1.4831, 1.4326], [3.1616, 0.4498, -0.4857], [1.6612, 2.3256, 0.3151], [0.3682, 1.7160, -0.7676], [1.3623, 0.4615, 1.8855]], "lumo_energy_ha": 0.03627, "e_above_lowest_kcal_mol": 18.6, "smiles": "CC/C=C\\CC=O", "orbital_gap_ev": 10.2}

Entry 5:
{"formula": "C26H31BF8NO25", "method": "ωB97M-V/def2-TZVPD", "species": ["C", "N", "B", "C", "O", "H", "H", "H", "H", "H", "H", "H", "C", "C", "O", "C", "O", "O", "F", "H", "H", "H", "C", "C", "O", "C", "O", "O", "F", "H", "H", "H", "C", "C", "O", "C", "O", "O", "F", "H", "H", "H", "C", "C", "O", "C", "O", "O", "F", "H", "H", "H", "C", "C", "O", "C", "O", "O", "F", "H", "H", "H", "C", "C", "O", "C", "O", "O", "F", "H", "H", "H", "C", "C", "O", "C", "O", "O", "F", "H", "H", "H", "C", "C", "O", "C", "O", "O", "F", "H", "H", "H"], "xyz": [[1.2459, -0.1169, 3.5729], [1.1447, 1.3104, 3.7133], [2.0224, 1.9951, 4.5295], [1.6536, 2.5873, 5.9748], [3.3751, 2.3136, 4.1572], [1.1208, -0.6787, 4.5138], [2.2186, -0.4786, 3.1408], [0.4848, -0.5202, 2.8876], [2.4688, 3.1335, 6.4631], [1.3484, 1.7572, 6.6229], [0.7938, 3.2623, 5.8959], [3.6983, 1.6526, 3.5464], [0.9214, -5.6855, 5.0401], [1.4456, -4.4322, 5.7167], [1.1041, -3.4282, 4.7908], [0.0272, -3.8457, 4.0678], [-0.6205, -3.1620, 3.3539], [-0.1861, -5.1710, 4.2948], [2.7878, -4.4636, 5.8918], [1.6751, -6.0828, 4.3590], [0.5877, -6.4538, 5.7311], [0.9852, -4.2053, 6.6808], [1.7280, 2.4102, 0.8950], [0.4936, 2.1532, 0.0712], [0.8739, 2.5970, -1.2238], [2.2308, 2.4830, -1.3135], [2.8345, 2.5522, -2.3389], [2.7646, 2.2699, -0.1064], [-0.5658, 2.8936, 0.4941], [1.7311, 3.4311, 1.2757], [1.8180, 1.7160, 1.7330], [0.1788, 1.1109, 0.0130], [-2.9027, 2.4459, -1.4037], [-4.0732, 2.8549, -2.2748], [-4.7614, 1.6329, -2.4453], [-4.4789, 0.8327, -1.3776], [-5.0636, -0.1721, -1.1317], [-3.4507, 1.3367, -0.6787], [-3.6878, 3.3253, -3.4931], [-2.0752, 2.0960, -2.0228], [-2.5566, 3.2091, -0.7180], [-4.7492, 3.5795, -1.8211], [4.5184, -2.6923, 2.6418], [5.1852, -3.4260, 1.4941], [5.2960, -4.7448, 1.9987], [4.3103, -4.9237, 2.9252], [3.9828, -5.9798, 3.3593], [3.7646, -3.7430, 3.2547], [6.4268, -2.9512, 1.2135], [5.2623, -2.3219, 3.3487], [3.8585, -1.8841, 2.3406], [4.6007, -3.4431, 0.5748], [-2.3835, 4.2810, 2.6172], [-3.0662, 3.3078, 3.5644], [-4.3967, 3.2687, 3.0516], [-4.3595, 3.5880, 1.7372], [-5.2461, 3.4303, 0.9606], [-3.1576, 4.1094, 1.4226], [-3.1052, 3.7607, 4.8366], [-2.4999, 5.3048, 2.9746], [-1.3397, 4.0514, 2.4296], [-2.6514, 2.2998, 3.5568], [5.1445, -1.0177, -2.9663], [5.2445, -1.6292, -1.5812], [4.0509, -2.3922, -1.5042], [3.6863, -2.7427, -2.7768], [2.8866, -3.5719, -3.0446], [4.3885, -2.0118, -3.6687], [5.2447, -0.7072, -0.5953], [4.5871, -0.0824, -2.9253], [6.1015, -0.8684, -3.4556], [6.1003, -2.2913, -1.4344], [-3.2299, 1.4808, -6.8910], [-2.3606, 2.6996, -6.6446], [-2.6648, 3.5181, -7.7651], [-3.9025, 3.1873, -8.2203], [-4.5280, 3.8210, -9.0037], [-4.3153, 2.0370, -7.6448], [-1.0394, 2.4127, -6.6581], [-2.6952, 0.7574, -7.5085], [-3.5911, 1.0134, -5.9841], [-2.5931, 3.2456, -5.7305], [-4.1787, -2.6566, -4.9562], [-4.0621, -2.8451, -3.4497], [-3.0885, -1.8786, -3.1063], [-3.1204, -0.8907, -4.0267], [-2.6244, 0.1793, -3.8996], [-3.8365, -1.2759, -5.1091], [-3.6118, -4.0764, -3.1238], [-3.4417, -3.2751, -5.4697], [-5.1716, -2.8384, -5.3547], [-4.9701, -2.6380, -2.8815]], "lumo_energy_ha": 0.07194, "orbital_gap_ev": 5.1, "charge": -1}

Entry 6:
{"formula": "C2H6Cl4O2Zn", "method": "ωB97M-V/def2-TZVPD", "species": ["Zn", "Cl", "Cl", "Cl", "Cl", "C", "C", "O", "O", "H", "H", "H", "H", "H", "H"], "xyz": [[2.4831, 0.3439, 12.1926], [1.3163, -2.9021, 13.3535], [-0.0204, 2.2749, 14.2666], [1.4085, 1.3538, 9.1878], [5.1305, 1.8483, 14.0066], [4.6082, -3.0636, 9.3315], [3.5237, -3.2342, 8.2783], [3.5329, -2.1253, 7.3878], [4.5961, -1.7231, 9.9229], [5.5896, -3.2141, 8.8818], [4.5835, -3.8548, 10.0808], [2.5586, -3.2164, 8.7845], [3.7459, -4.1834, 7.7908], [2.9713, -1.3966, 7.6623], [4.9935, -1.2157, 9.2114]], "lumo_energy_ha": 0.06486, "e_above_lowest_kcal_mol": 160.2, "orbital_gap_ev": 4.6, "charge": -2}

Max |F|, respectively: 0.9, 8.2, 0.8, 0.6, 0.8, 1.8 eV/A.